[1]
The following is a DFT calculation (wB97M-V/def2-TZVPD) of one molecule with the formula C20H21ClFNO5.

Element x y z (Å)
C1 7.64826 1.68353 0.44280
C2 6.52576 0.84609 1.03548
O1 5.47039 0.82491 0.09625
C3 4.34774 0.12230 0.38313
C4 4.12307 -0.58926 1.55115
C5 2.93209 -1.27134 1.74503
C6 1.96494 -1.27891 0.75589
C7 0.67373 -1.97832 0.98200
O2 0.09417 -1.99002 2.04940
N1 0.19900 -2.64385 -0.11358
C8 -1.20000 -2.97458 -0.22253
C9 -1.86922 -1.91163 -1.08883
O3 -1.33343 -1.41076 -2.04412
O4 -3.07507 -1.59646 -0.63519
C10 -3.74296 -0.47902 -1.22872
C11 -4.05468 0.53429 -0.16207
C12 -5.36930 0.88074 0.13268
F1 -6.36250 0.31655 -0.58245
C13 -5.70378 1.78756 1.12018
C14 -4.68885 2.37110 1.85775
C15 -3.36785 2.05522 1.59829
C16 -3.05694 1.14836 0.59576
Cl1 -1.39771 0.78640 0.29535
C17 2.17437 -0.55608 -0.42181
C18 3.34321 0.15480 -0.61621
O5 3.64909 0.89242 -1.71632
C19 2.66437 1.11885 -2.70492
C20 1.60890 2.13249 -2.27180
H1 8.48430 1.72714 1.13506
H2 7.98018 1.24544 -0.49420
H3 7.29260 2.69074 0.24521
H4 6.87809 -0.17641 1.23222
H5 6.18199 1.28682 1.98202
H6 4.87061 -0.61197 2.32773
H7 2.75265 -1.80876 2.66264
H8 0.67501 -2.50633 -0.99348
H9 -1.32886 -3.95840 -0.68422
H10 -1.63410 -2.97331 0.77909
H11 -4.66268 -0.84562 -1.69034
H12 -3.08734 -0.04913 -1.99654
H13 -6.74143 2.01708 1.30043
H14 -4.92843 3.07592 2.63806
H15 -2.57192 2.50634 2.16856
H16 1.39236 -0.52310 -1.16510
H17 2.19400 0.17678 -3.01345
H18 3.22875 1.51343 -3.55451
H19 0.91924 2.31283 -3.09172
H20 1.04607 1.77123 -1.41489
H21 2.08856 3.06871 -1.99762

Calculated values
Energy above the lowest of the compared OMol25 structures with the same formula, charge and spin = 17.9 kJ/mol
HOMO = -8.089 eV
Structure (SMILES) = CCOc1ccc(C(=O)NCC(=O)OCc2c(F)cccc2Cl)cc1OCC
Kohn-Sham gap = 8.87 eV



[2]
The following is a DFT calculation (wB97M-V/def2-TZVPD) of C20H21ClN5PtS2Se2 as an isolated structure.

Element x y z (Å)
Pt1 0.14170 -0.07230 -0.61672
C1 -1.80942 0.62271 2.56613
C2 -0.59906 -0.24491 2.63900
N1 0.31122 -0.34788 1.70598
C3 1.34591 -1.18211 2.08785
C4 1.18773 -1.74807 3.30830
S1 -0.25670 -1.18719 4.02704
C5 2.49467 -1.31847 1.18923
C6 3.70192 -1.87217 1.46912
S2 4.73276 -1.72598 0.11575
C7 3.50200 -0.89782 -0.74652
N2 2.39873 -0.77137 -0.06833
C8 3.69332 -0.40814 -2.14216
H1 -1.63984 1.41850 1.84288
H2 -2.02380 1.06800 3.53672
H3 -2.68341 0.04860 2.25642
H4 1.84072 -2.43944 3.81356
H5 4.03162 -2.33740 2.38286
H6 4.74285 -0.21097 -2.35193
H7 3.11968 0.50683 -2.28757
H8 3.33909 -1.15101 -2.85762
Cl1 -1.22219 -1.08812 -3.45937
C9 0.31729 -0.50337 -2.68489
H9 0.62890 0.33700 -3.30381
H10 1.01995 -1.32178 -2.83797
C10 2.73744 4.76901 0.72529
N3 1.94341 3.83614 -0.06247
C11 1.34108 4.09461 -1.26836
C12 0.67690 2.95877 -1.61642
N4 0.86416 2.01919 -0.63436
C13 1.62649 2.57595 0.28331
H11 3.06134 5.58164 0.08154
H12 3.61547 4.26421 1.12090
H13 2.14795 5.17621 1.54441
H14 1.44036 5.04495 -1.76228
H15 0.08634 2.75550 -2.49320
H16 1.96467 2.09843 1.18872
Se1 -1.08983 -4.11544 -2.77325
C14 -0.32369 -3.46349 -1.26410
N5 0.14857 -2.98520 -0.32198
Se2 -2.26467 0.80290 -0.91840
C15 -3.48776 -0.54995 -0.47976
C16 -3.07264 -1.74807 0.10660
C17 -4.00767 -2.72164 0.40922
C18 -5.35216 -2.51032 0.12326
C19 -5.76748 -1.31941 -0.46064
C20 -4.84183 -0.33471 -0.75892
H17 -2.02440 -1.91296 0.31970
H18 -3.68709 -3.65044 0.86277
H19 -6.07895 -3.27716 0.35628
H20 -6.81397 -1.15832 -0.68131
H21 -5.15770 0.59645 -1.21055

Calculated values
Energy above the lowest of the compared OMol25 structures with the same formula, charge and spin = 0.0 kJ/mol
2S+1 = 5
HOMO (spin up / spin down) = -8.996 / -11.248 eV
Charge = +1
Kohn-Sham gap (spin up / spin down) = 6.86 / 6.33 eV
Expectation value of S² = 6.025



Q: Which value of energy above the lowest of the compared OMol25 structures with the same formula, charge and spin does entry 2 give?
A: 0.0 kJ/mol



Q: What is the energy above the lowest of the compared OMol25 structures with the same formula, charge and spin in the second record?
A: 0.0 kJ/mol



Q: Look up the energy above the lowest of the compared OMol25 structures with the same formula, charge and spin of the first one.
A: 17.9 kJ/mol



Q: Among the records above, which one has the highest energy above the lowest of the compared OMol25 structures with the same formula, charge and spin?
A: C20H21ClFNO5